{
  "formula": "C16H20AsIN4O5ReS2",
  "method": "ωB97M-V/def2-TZVPD",
  "homo_ev": [-7.7, -7.6],
  "s2": 0.873,
  "spin_multiplicity": 2,
  "homo_lumo_gap_ha": [0.2418, 0.2394],
  "de_lowest_ev": 1.130,
  "symbols": ["Re", "N", "C", "S", "N", "N", "C", "C", "C", "C", "C", "C", "C", "C", "C", "C", "C", "C", "N", "H", "H", "H", "H", "H", "H", "H", "H", "H", "H", "H", "I", "O", "S", "O", "O", "O", "C", "As", "C", "C", "O", "H", "H", "H", "H", "H", "H", "H", "H", "H"],
  "xyz": [[-0.319, -0.051, -0.774], [2.596, -2.170, 2.211], [1.841, -1.076, 1.833], [0.556, -0.576, 2.836], [2.233, -0.545, 0.699], [1.466, 0.472, 0.191], [2.023, 1.615, 0.018], [3.368, 1.953, 0.533], [4.496, 1.483, -0.130], [5.755, 1.821, 0.337], [5.889, 2.619, 1.466], [4.762, 3.080, 2.130], [3.498, 2.749, 1.663], [1.239, 2.543, -0.779], [1.629, 3.848, -1.041], [0.813, 4.644, -1.819], [-0.369, 4.110, -2.313], [-0.694, 2.801, -2.024], [0.097, 2.022, -1.271], [2.639, -2.303, 3.208], [3.484, -2.245, 1.732], [4.374, 0.846, -0.997], [6.635, 1.456, -0.177], [6.875, 2.878, 1.831], [4.865, 3.694, 3.016], [2.612, 3.093, 2.184], [2.561, 4.209, -0.629], [1.092, 5.665, -2.039], [-1.043, 4.694, -2.923], [-1.601, 2.347, -2.391], [1.242, -0.823, -2.821], [-3.739, -0.678, -0.400], [-2.967, 0.529, -0.553], [-3.677, 1.742, -0.788], [-1.902, 0.637, 0.524], [-1.941, 0.281, -1.775], [-0.292, -3.957, 1.767], [-1.525, -2.771, 0.939], [-2.606, -1.914, 2.256], [-2.651, -3.733, -0.262], [-0.566, -1.841, -0.139], [-0.837, -4.801, 2.188], [0.234, -3.399, 2.539], [0.414, -4.292, 1.011], [-3.227, -2.708, 2.678], [-3.223, -1.169, 1.768], [-1.959, -1.481, 3.012], [-3.232, -4.470, 0.293], [-2.028, -4.230, -1.002], [-3.309, -3.007, -0.733]],
  "lowdin_spin": [0.852, 0.000, -0.001, -0.004, -0.005, -0.003, -0.002, -0.001, 0.000, 0.000, 0.000, 0.000, 0.000, 0.004, -0.002, 0.007, -0.002, 0.005, -0.002, 0.000, 0.000, 0.000, 0.000, 0.000, 0.000, 0.000, 0.000, 0.000, 0.000, 0.000, 0.057, 0.002, 0.005, 0.003, 0.025, -0.010, 0.000, 0.011, 0.006, 0.000, 0.055, 0.000, 0.000, 0.000, 0.001, 0.000, 0.000, 0.000, 0.000, 0.000]
}